ORCA calculation (wB97M-V/def2-TZVPD) on a molecular structure, C10H36MnN16O10 at a distorted geometry.

```
73
Properties=species:S:1:pos:R:3:forces:R:3
Mn -0.3351 1.9355 1.7903 0.393 -0.844 -1.521
O -0.0909 -0.0990 1.6465 -0.193 1.815 0.092
C -0.0042 -0.3848 0.2653 0.230 -1.453 -0.477
C 0.5790 0.7377 -0.5985 0.837 -0.018 0.524
O 0.1042 2.0132 -0.2836 -0.660 0.106 1.073
H -0.9206 -0.8453 -0.1310 -0.444 0.704 0.089
H 0.6848 -1.2410 0.1418 0.180 0.125 -0.013
H 0.5688 0.5252 -1.6757 -0.588 -0.144 0.008
H 1.6639 0.6879 -0.3628 0.049 0.272 0.135
C -0.4834 4.9560 1.3884 0.487 1.865 -0.927
O -0.4747 3.9412 2.1033 -0.515 -0.971 0.633
N -0.4524 6.2068 1.9460 -0.239 -1.451 0.231
N -0.4862 4.9563 0.0496 -0.346 -0.325 1.262
H -0.0932 6.9895 1.4341 -0.163 0.219 0.221
H -0.7072 6.2309 2.9163 0.415 0.468 0.127
H -0.6487 4.0749 -0.4155 0.492 0.095 -0.464
H -0.4709 5.8711 -0.3616 -0.154 -0.384 -0.747
C -3.2941 -1.8347 3.1410 0.233 0.104 -0.645
O -4.2512 -2.4695 3.5240 -0.072 -0.016 0.105
N -2.2354 -1.5198 3.9768 -0.602 -0.174 0.458
N -3.1172 -1.3425 1.8732 0.341 -0.038 0.359
H -2.4289 -1.7341 4.9386 0.394 0.027 0.071
H -1.3578 -1.1419 3.6755 -0.018 0.052 -0.064
H -2.2979 -0.7706 1.7755 0.096 -0.003 -0.560
H -3.6979 -1.6086 1.0846 -0.405 0.146 0.292
C 3.7218 -2.0534 -1.5887 -0.349 -0.214 -0.148
O 4.3799 -2.8529 -2.2204 0.015 0.228 -0.036
N 3.2902 -0.8297 -2.0567 0.050 0.215 0.033
N 3.2973 -2.2811 -0.3052 0.482 -0.278 -0.663
H 3.2558 -0.6737 -3.0491 0.169 -0.154 -0.029
H 2.5373 -0.4250 -1.5291 0.004 0.153 -0.322
H 2.7545 -1.5901 0.1686 0.036 -0.278 0.515
H 3.5029 -3.2017 0.0409 -0.182 0.131 0.481
C 2.9733 4.1901 -1.3908 0.238 1.187 -0.707
O 3.6571 5.1128 -1.8201 0.035 -0.210 0.269
N 1.6862 4.0189 -1.8013 0.062 -0.570 0.337
N 3.4246 3.3069 -0.4623 -0.426 -0.352 0.299
H 1.3366 4.6665 -2.4794 0.031 -0.122 -0.165
H 1.1193 3.2643 -1.4282 -0.085 0.177 -0.162
H 4.3643 3.3853 -0.1255 0.069 -0.034 -0.135
H 2.8546 2.5130 -0.2341 0.194 -0.107 0.121
C -4.4407 -2.6255 -1.1831 -1.191 1.115 1.100
O -5.0793 -2.1387 -0.2538 0.438 -0.162 0.175
N -5.0285 -2.8268 -2.3854 0.902 -0.544 -0.767
N -3.1160 -2.8902 -1.1004 0.640 -0.308 -0.518
H -6.0086 -2.6424 -2.4762 -0.083 -0.105 0.131
H -4.5910 -3.5374 -2.9480 -0.460 0.062 -0.369
H -2.6072 -3.1161 -1.9361 0.098 -0.141 0.117
H -2.6696 -3.0223 -0.2098 -0.100 0.005 0.066
C 2.4004 -2.2781 3.3705 -1.216 1.115 1.963
O 2.9118 -2.8509 4.3091 0.784 -0.437 -0.766
N 2.8978 -1.1799 2.7106 -0.058 -0.844 -0.330
N 1.0469 -2.4665 3.0744 0.711 -0.160 -0.721
H 3.8564 -0.9135 2.8314 -0.041 0.158 -0.007
H 2.1823 -0.5970 2.3091 0.490 0.467 -0.200
H 0.6814 -1.6793 2.5481 -0.818 -0.187 0.199
H 0.5349 -2.7893 3.8795 -0.204 0.018 -0.088
C -1.2445 2.9258 -4.1945 -0.710 -1.149 0.652
O -0.7363 1.9354 -4.6721 0.706 0.060 -0.027
N -1.3545 3.1393 -2.8306 0.312 0.489 -1.580
N -1.9215 3.8324 -4.9439 -0.424 1.298 -0.850
H -1.0378 2.4028 -2.2219 -0.273 0.261 0.485
H -1.9076 3.9515 -2.6327 -0.030 -0.311 1.076
H -1.7287 3.9429 -5.9230 0.200 -0.532 -0.029
H -2.4665 4.5964 -4.5845 0.173 -0.107 0.389
C 0.6426 -5.4406 0.4595 1.311 0.020 1.133
O 0.5789 -6.4753 -0.1645 -0.436 0.095 -0.328
N 1.3463 -5.3237 1.6547 -0.493 0.063 -0.606
N 0.1242 -4.2343 0.0689 -0.872 -0.157 -0.749
H 1.5668 -6.2104 2.0741 -0.017 0.068 0.206
H 1.0272 -4.5610 2.2377 0.328 -0.227 0.314
H -0.2225 -4.2466 -0.8739 0.076 0.214 -0.078
H 0.4547 -3.3651 0.4460 0.164 -0.090 0.064
```
Forces are in eV/Å.

Properties
E_HOMO (spin up / spin down) = -0.3571 / -0.3571 Eh
Kohn-Sham gap (spin up / spin down) = 8.64 / 7.70 eV
Multiplicity = 6